(a)
One molecule with the formula C4H5NO2. Source: OMol25; level of theory: ωB97M-V with the def2-TZVPD basis set.

```
! RIJCOSX wB97M-V def2-TZVPD def2/J DEFGRID3
* xyz 0 1
H -2.0478 0.0274 -0.9852
H 1.6863 1.2500 -0.4261
N -1.3208 -1.5712 0.0390
C -0.1651 0.4207 0.2743
O 1.2461 -0.5067 2.0881
C 0.4173 -0.6403 1.2217
H 0.3229 1.3590 -1.7126
O -0.3199 -1.7795 1.0592
C -1.2540 -0.3160 -0.2596
H 1.0400 -0.2554 -1.3198
C 0.8242 0.7947 -0.8629
H -0.4291 1.2173 0.8839
*
```

Computed properties:
highest occupied orbital energy: -10.6 eV
SMILES: C[C@H]1C=NOC1=O
HOMO-LUMO gap: 11.1 eV
molar mass: 99.09 g mol⁻¹

Atomic partial charges in e from the natural (NBO) method, atoms 1 to 2: atom 1 (H): 0.22, atom 2 (H): 0.24

(b)
A 2-piece molecular cluster, C4H5NO2 overall. Source: OMol25; level of theory: ωB97M-V with the def2-TZVPD basis set.

```
! RIJCOSX wB97M-V def2-TZVPD def2/J DEFGRID3
* xyz 0 1
O -1.9862 0.7433 2.9148
C 0.4965 -0.7892 -2.2371
H 0.1211 -0.0953 -2.9355
C -0.9502 0.4349 3.2315
H -1.3421 -0.5656 -0.8571
C 0.6380 1.2944 0.5056
C -0.2921 -0.4648 -0.9749
H 1.2597 1.2975 1.5096
O 0.1266 0.1659 3.4917
H 0.1943 -1.8236 -2.6897
N 0.1863 0.3564 -0.0358
H 1.5482 -0.5540 -1.9230
*
```

Computed properties:
highest occupied orbital energy: -7.5 eV
HOMO-LUMO gap: 8.1 eV
molar mass: 99.09 g mol⁻¹

Atomic partial charges in e from the natural (NBO) method, atoms 1 to 2: atom 1 (O): -0.50, atom 2 (C): -0.64

(c)
One molecule with the formula C4H5NO2. Source: OMol25; level of theory: ωB97M-V with the def2-TZVPD basis set.

```
! RIJCOSX wB97M-V def2-TZVPD def2/J DEFGRID3
* xyz 0 1
N 0.7795 -0.2064 -1.2114
H -0.6387 0.1981 1.7989
H -1.9992 0.7419 -1.2997
H 0.8405 -0.0647 -2.2344
O 3.0217 -0.3988 -0.7747
O -1.3725 0.9397 -0.6025
C 1.3145 -0.1884 0.9726
H 1.9368 -0.4284 1.9209
C 0.0298 -0.0297 0.9747
C 1.8885 -0.1783 -0.4097
C -0.4922 -0.1065 -0.4656
H -0.9574 -1.0382 -0.3860
*
```

Computed properties:
highest occupied orbital energy: -9.8 eV
SMILES: O=C1C=C[C@@H](O)N1
HOMO-LUMO gap: 10.3 eV
molar mass: 99.09 g mol⁻¹

Atomic partial charges in e from the natural (NBO) method, atoms 1 to 2: atom 1 (N): -0.64, atom 2 (H): 0.23

The least stable of them is (b).

(a)
One molecule with the formula C4H5NO2. Source: OMol25; level of theory: ωB97M-V with the def2-TZVPD basis set.

```
! RIJCOSX wB97M-V def2-TZVPD def2/J DEFGRID3
* xyz 0 1
O 0.2977 -1.1018 -0.7751
H -2.2359 -1.0906 -0.3003
N 1.7657 0.0415 0.5218
C 1.5072 -0.9844 -0.1681
H 0.1243 0.9435 1.4890
O -2.3387 0.6066 0.8050
H 0.7987 1.8819 0.1529
H 2.1759 -1.8222 -0.3400
C -0.3834 0.1345 -0.4892
C -1.7685 -0.1517 0.0564
H -0.5055 0.6735 -1.4393
C 0.5624 0.8690 0.4868
*
```

Computed properties:
highest occupied orbital energy: -9.9 eV
SMILES: O=C[C@H]1CN=CO1
HOMO-LUMO gap: 10.5 eV
molar mass: 99.09 g mol⁻¹

Atomic partial charges in e from the natural (NBO) method, atoms 1 to 2: atom 1 (O): -0.49, atom 2 (H): 0.13

(b)
One molecule with the formula C4H5NO2. Source: OMol25; level of theory: ωB97M-V with the def2-TZVPD basis set.

```
! RIJCOSX wB97M-V def2-TZVPD def2/J DEFGRID3
* xyz 0 1
O -1.7226 -0.6601 -0.2333
H 0.6292 0.8036 -2.8555
C -0.8991 -0.4057 -1.0404
N 0.3456 0.8091 0.6616
C 0.1670 0.5603 -0.7831
H -0.9768 -0.9233 -1.9861
H 0.2051 0.4391 2.6130
O 0.7280 -1.2583 1.5108
C 0.3982 -0.0611 1.6544
H -0.0958 1.8586 0.9506
C 0.9998 0.8970 -1.8147
H 1.7807 1.5628 -1.6703
*
```

Computed properties:
highest occupied orbital energy: -10.0 eV
SMILES: C=C(C=O)NC=O
HOMO-LUMO gap: 9.8 eV
molar mass: 99.09 g mol⁻¹

Atomic partial charges in e from the natural (NBO) method, atoms 1 to 2: atom 1 (O): -0.49, atom 2 (H): 0.22

The least stable of them is (b).

(a)
One molecule with the formula C4H5NO2. Source: OMol25; level of theory: ωB97M-V with the def2-TZVPD basis set.

```
! RIJCOSX wB97M-V def2-TZVPD def2/J DEFGRID3
* xyz 0 1
H -0.7378 2.8689 0.6939
H 0.7367 0.0648 1.0250
O 1.2852 3.0833 0.5796
H -1.2276 -2.7912 -0.4804
C -0.8639 -1.8973 0.0638
C 0.1219 1.2988 -0.4873
N 0.4331 0.1601 0.0545
C 0.2235 -1.1018 -0.6310
C 0.2509 2.4816 0.3544
H -0.0600 -0.8718 -1.6621
H 1.1432 -1.7033 -0.6543
O -1.3052 -1.5921 1.1439
*
```

Computed properties:
highest occupied orbital energy: -8.9 eV
HOMO-LUMO gap: 9.5 eV
molar mass: 99.09 g mol⁻¹

Atomic partial charges in e from the natural (NBO) method, atoms 1 to 2: atom 1 (H): 0.12, atom 2 (H): 0.39

(b)
One molecule with the formula C4H5NO2. Source: OMol25; level of theory: ωB97M-V with the def2-TZVPD basis set.

```
! RIJCOSX wB97M-V def2-TZVPD def2/J DEFGRID3
* xyz 0 1
H 1.6410 -0.2552 1.3580
C -0.6174 -0.0706 -0.1755
O 1.3569 1.1384 -0.0935
H 2.5439 -0.5931 -0.1325
C 1.5968 -0.2320 0.2599
H -2.4285 0.6568 0.2216
H 0.3793 -2.0075 -0.4941
C 0.3768 -0.9678 -0.2012
C 0.0235 1.2784 -0.2856
N -1.9864 -0.1716 -0.1589
O -0.5150 2.3119 -0.5818
H -2.3264 -1.0229 0.2658
*
```

Computed properties:
highest occupied orbital energy: -8.8 eV
SMILES: NC1=CCOC1=O
HOMO-LUMO gap: 9.6 eV
molar mass: 99.09 g mol⁻¹

Atomic partial charges in e from the natural (NBO) method, atoms 1 to 2: atom 1 (H): 0.19, atom 2 (C): 0.07

(c)
C4H5NO2 as an isolated structure. Source: OMol25; level of theory: ωB97M-V with the def2-TZVPD basis set.

```
! RIJCOSX wB97M-V def2-TZVPD def2/J DEFGRID3
* xyz 0 1
C 1.2870 1.0114 0.6187
H -2.2487 -1.3321 -0.1624
C -0.3538 -0.3977 -0.0695
O -0.7072 1.4000 -0.3715
C 0.3864 1.8904 0.1349
H 2.2367 1.1603 1.0863
H 0.4932 2.9662 0.1300
H -1.3466 -1.3243 -1.6899
H -0.8116 -2.3642 -0.3510
N 0.8259 -0.3051 0.4574
O 1.4939 -1.3057 0.8222
C -1.2552 -1.3993 -0.6052
*
```

Computed properties:
highest occupied orbital energy: -8.9 eV
HOMO-LUMO gap: 9.6 eV
molar mass: 99.09 g mol⁻¹

Atomic partial charges in e from the natural (NBO) method, atoms 1 to 2: atom 1 (C): -0.22, atom 2 (H): 0.25

The least stable of them is (c).

(a)
A 2-piece molecular cluster, C5H11NO2 overall. Source: OMol25; level of theory: ωB97M-V with the def2-TZVPD basis set.

```
! RIJCOSX wB97M-V def2-TZVPD def2/J DEFGRID3
* xyz 0 1
C 0.8001 0.9391 1.5990
H -1.7755 -1.3120 -0.0871
C 0.8621 2.2504 0.9084
O -1.8038 0.7416 -0.2127
C 0.1839 -0.8415 -0.9543
H -1.4228 0.8267 0.6881
O 1.0232 0.0054 -1.1252
H -0.3219 -2.9385 -1.0961
C -1.3898 -0.4869 -0.7105
H 1.3331 -2.5025 -1.6798
H 1.4884 2.1588 0.0221
C 0.2906 -2.2017 -1.6088
H 1.3564 3.0037 1.5192
H -1.8682 -0.5877 -1.6889
H -0.1075 -0.3787 2.6888
H -0.1340 2.5859 0.6337
H 1.8065 0.3891 1.5914
H -0.0887 -2.1193 -2.6275
N -0.2321 0.4680 2.1402
*
```

Computed properties:
highest occupied orbital energy: -9.2 eV
SMILES: [H]/N=C/C.CC(=O)CO
HOMO-LUMO gap: 9.9 eV
molar mass: 117.15 g mol⁻¹

Atomic partial charges in e from the natural (NBO) method, atoms 1 to 2: atom 1 (C): 0.20, atom 2 (H): 0.16

(b)
One molecule with the formula C5H11NO2. Source: OMol25; level of theory: ωB97M-V with the def2-TZVPD basis set.

```
! RIJCOSX wB97M-V def2-TZVPD def2/J DEFGRID3
* xyz 0 1
H 0.0673 -1.5541 -0.9092
C 1.6054 -0.1704 -1.9376
H -1.0573 1.7013 2.2347
H -2.5311 -0.9066 1.1300
C -1.6099 1.3287 1.3441
O 0.9988 1.4014 0.2328
H -2.6271 1.0971 1.6837
H 1.6139 -1.3656 -0.1264
H -1.2203 -1.8095 0.2081
C 0.8955 -0.8077 -0.7714
H 1.7795 -0.9756 -2.7060
H -1.1185 -1.4766 1.8681
C -1.5030 -1.0656 0.9952
O 2.8694 0.2249 -1.4948
N -0.8742 0.1874 0.7112
H 1.2119 0.7968 -2.3886
C 0.3671 0.3639 0.1117
H 2.7599 0.8524 -0.7534
H -1.6274 2.1778 0.5676
*
```

Computed properties:
highest occupied orbital energy: -9.4 eV
SMILES: CN(C)C(=O)CCO
HOMO-LUMO gap: 10.1 eV
molar mass: 117.15 g mol⁻¹

Atomic partial charges in e from the natural (NBO) method, atoms 1 to 2: atom 1 (H): 0.21, atom 2 (C): -0.07

The least stable of them is (a).